Record 1
Density functional theory data (wB97M-V/def2-TZVPD) for a single C4H8OS molecule.

Last column: Löwdin charge in e.
Element x y z (Å)
S -1.713 -1.055 0.011  0.68
C -1.352 0.795 0.455  -0.45
C -0.139 0.875 -0.374  -0.32
C 0.825 -0.001 0.469  -0.44
C 1.474 -1.315 0.162  -0.07
O 2.064 0.028 -0.158  -0.09
H -1.976 -0.512 -1.330  -0.04
H -1.330 1.064 1.487  0.08
H -2.048 1.343 0.014  0.01
H 0.235 1.987 -0.735  0.17
H -0.050 0.480 -1.418  0.10
H 0.821 0.133 1.644  0.17
H 2.069 -2.011 0.628  0.07
H 1.119 -1.811 -0.856  0.13

Output
SMILES string	SCC[C@H]1CO1
relative energy (zero: lowest compared OMol25 entry of this formula, charge and spin)	102.5	kcal per mole
HOMO level	-8.84	eV
E	-17156.0061	eV
frontier orbital gap	9.586	eV
net charge	0

***

Record 2
Density functional theory data (wB97M-V/def2-TZVPD) for a molecular structure, C33H32BF4N2PtSb.

Last column: Mulliken spin population.
Element x y z (Å)
Pt -0.120 -0.222 0.700  1.27
C 1.941 -3.344 -1.334  0.00
C 1.190 -2.193 -2.005  -0.02
C 2.036 -0.967 -2.243  -0.02
C 2.483 -0.667 -3.520  -0.01
C 3.264 0.456 -3.757  0.01
C 3.587 1.299 -2.711  -0.01
C 3.154 1.040 -1.413  0.00
C 3.472 2.038 -0.324  -0.01
C 4.946 2.029 0.086  0.00
C 2.402 -0.116 -1.194  0.04
N 1.927 -0.416 0.114  0.17
C 2.735 -0.663 1.089  0.04
C 2.214 -0.838 2.392  -0.01
C 2.815 -1.057 3.631  0.00
C 1.782 -1.056 4.572  0.01
C 0.598 -0.835 3.864  -0.03
N 0.855 -0.712 2.552  0.20
H 1.288 -4.209 -1.209  0.00
H 2.312 -3.059 -0.349  0.01
H 2.796 -3.647 -1.940  0.00
H 0.311 -1.926 -1.404  0.06
H 0.804 -2.531 -2.968  0.00
H 2.206 -1.318 -4.341  0.00
H 3.601 0.681 -4.760  0.00
H 4.162 2.198 -2.900  0.00
H 2.838 1.872 0.546  0.00
H 3.201 3.026 -0.698  0.00
H 5.261 1.040 0.427  0.00
H 5.126 2.737 0.896  0.00
H 5.589 2.303 -0.751  0.00
H 3.806 -0.724 0.902  0.00
H 3.869 -1.191 3.814  0.00
H 1.867 -1.198 5.636  0.00
H -0.407 -0.766 4.253  0.00
F 0.539 3.487 -1.104  0.00
B -0.287 2.480 -0.692  0.02
F -0.195 1.339 -1.522  0.02
F 0.202 1.991 0.631  0.08
F -1.601 2.842 -0.511  0.00
C -5.688 0.931 -2.649  0.00
C -6.216 0.714 -1.384  0.00
C -5.371 0.442 -0.318  0.01
C -3.992 0.386 -0.516  -0.01
C -3.465 0.608 -1.785  0.00
C -4.317 0.879 -2.847  0.01
Sb -2.660 -0.002 1.072  0.18
C -3.044 1.485 2.517  -0.02
C -4.284 2.097 2.672  0.01
C -4.453 3.081 3.636  0.00
C -3.386 3.460 4.439  0.00
C -2.145 2.863 4.275  0.00
C -1.970 1.881 3.310  -0.01
C -3.379 -1.806 1.932  -0.02
C -2.504 -2.480 2.781  -0.02
C -2.881 -3.677 3.371  0.00
C -4.131 -4.216 3.105  0.00
C -5.000 -3.560 2.245  0.00
C -4.626 -2.358 1.657  0.00
H -6.348 1.146 -3.479  0.00
H -7.286 0.760 -1.224  0.00
H -5.800 0.281 0.664  0.00
H -2.396 0.595 -1.944  -0.03
H -3.903 1.060 -3.830  0.00
H -5.119 1.823 2.041  0.00
H -5.417 3.558 3.753  0.00
H -3.521 4.231 5.186  0.00
H -1.307 3.171 4.887  0.00
H -0.990 1.444 3.161  0.02
H -1.515 -2.082 2.975  0.03
H -2.193 -4.192 4.030  0.00
H -4.426 -5.153 3.560  0.00
H -5.970 -3.985 2.025  0.00
H -5.309 -1.872 0.974  0.00

Output
spin multiplicity	3
HOMO level (spin up / spin down)	-8.02 / -8.13	eV
E	-59055.8322	eV
frontier orbital gap (spin up / spin down)	8.163 / 6.226	eV
net charge	0

***

Record 3
Density functional theory data (wB97M-V/def2-TZVPD) for 3 unconnected molecules or ions with the total composition C3H13NO3S.

Last column: Mulliken spin population.
Element x y z (Å)
C -0.985 1.715 0.126  0.28
O -2.326 2.283 0.116  -0.05
C -1.020 0.176 0.642  0.14
C 0.318 -0.289 1.247  0.18
S 0.876 0.792 2.502  -0.02
N -1.551 -0.424 -0.564  -0.03
H -0.440 1.915 -0.808  -0.05
H -0.530 2.479 0.843  -0.04
H -2.793 1.981 -0.557  0.00
H -1.837 0.110 1.424  0.02
H 0.941 -0.551 0.397  0.21
H -0.043 -1.182 1.724  -0.01
H 2.017 1.519 1.733  0.05
H -2.513 -0.160 -0.688  0.00
H -1.350 -1.346 -0.830  -0.01
H -0.002 -2.309 -1.531  0.00
H 1.490 -2.423 -1.232  0.01
O 0.818 -2.656 -1.906  0.20
H 3.599 -0.576 -0.341  0.02
H 2.574 -0.190 -1.470  -0.03
O 2.758 -0.864 -0.829  0.13

Output
relative energy (zero: lowest compared OMol25 entry of this formula, charge and spin)	38.6	kcal per mole
spin multiplicity	2
HOMO level (spin up / spin down)	0.29 / -4.94	eV
E	-21787.0736	eV
frontier orbital gap (spin up / spin down)	2.918 / 8.129	eV
net charge	-1

***

Record 4
Density functional theory data (wB97M-V/def2-TZVPD) for a molecular structure, C6H10O.

Last column: Löwdin charge in e.
Element x y z (Å)
C 2.136 0.410 -1.467  -0.04
C -0.102 0.143 0.892  -0.34
C 0.005 -1.338 0.666  -0.06
C -1.250 -1.051 -0.239  -0.11
C -1.043 0.464 -0.012  -0.11
C -1.469 1.453 1.059  -0.08
O -0.292 1.063 1.881  0.02
H 2.911 0.807 -0.808  0.03
H 2.317 -0.650 -1.679  0.02
H 2.151 0.955 -2.417  0.02
H 0.918 -1.650 0.156  0.10
H -0.174 -1.962 1.543  0.11
H -2.155 -1.413 0.253  0.11
H -1.254 -1.433 -1.264  0.10
H 1.144 0.546 -1.015  -0.01
H -2.368 1.125 1.580  0.13
H -1.473 2.531 0.872  0.12

Output
relative energy (zero: lowest compared OMol25 entry of this formula, charge and spin)	99.1	kcal per mole
HOMO level	-8.50	eV
E	-8426.9441	eV
frontier orbital gap	9.474	eV
net charge	0

***

Record 5
Density functional theory data (wB97M-V/def2-TZVPD) for a molecular structure, H20O12V.

Last column: Löwdin charge in e.
Element x y z (Å)
O -0.346 1.376 -0.185  -0.28
V 0.650 0.173 -0.644  1.01
O -0.271 -1.138 -0.509  -0.28
O 0.822 2.521 2.410  0.01
H 0.466 2.397 3.262  0.06
H 0.192 3.155 2.087  0.07
O -0.467 -3.059 2.069  -0.06
H -1.122 -2.597 1.499  0.00
H 0.378 -3.101 1.603  0.02
O 1.081 0.012 1.426  -0.03
H 0.915 0.906 1.731  0.01
H 1.968 -0.180 1.793  0.13
O -1.705 0.523 2.074  -0.05
H -1.834 1.360 1.630  0.02
H -1.995 -0.089 1.382  -0.02
O 0.144 0.270 -2.784  -0.01
H -0.051 -0.555 -3.263  0.12
H 0.078 0.957 -3.458  0.11
O -2.288 -1.476 0.507  -0.04
H -1.580 -1.161 -0.044  -0.09
H -3.004 -1.523 -0.126  0.09
O -1.795 2.807 -1.370  -0.04
H -1.302 2.171 -0.843  -0.10
H -1.187 3.507 -1.576  0.02
O 2.027 1.891 -0.878  -0.05
H 1.886 2.510 -1.644  0.13
H 2.933 2.075 -0.596  0.11
O -0.565 -3.701 -0.699  -0.03
H -1.428 -3.803 -1.084  0.05
H -0.393 -2.830 -0.421  -0.08
O 2.299 -0.949 -1.000  0.01
H 2.786 -0.767 -1.772  0.09
H 2.706 -1.684 -0.575  0.12

Output
relative energy (zero: lowest compared OMol25 entry of this formula, charge and spin)	35.0	kcal per mole
HOMO level	-12.66	eV
E	-50575.3640	eV
frontier orbital gap	7.180	eV
net charge	+1

***

Record 6
Density functional theory data (wB97M-V/def2-TZVPD) for 2 unconnected molecules or ions with the total composition C4H10NS.

Last column: Löwdin charge in e.
Element x y z (Å)
C 0.385 0.774 0.079  0.15
C 2.743 0.347 0.071  0.00
C 1.120 -1.464 -0.019  -0.03
C -3.811 0.644 -0.095  -0.49
N 1.340 -0.036 0.049  -0.27
S -2.541 -0.575 0.056  0.80
H 0.470 1.846 0.136  0.08
H 3.247 -0.162 0.893  0.11
H 2.853 1.423 0.193  0.10
H 3.214 0.045 -0.865  0.11
H 1.522 -1.942 0.876  0.11
H 1.633 -1.877 -0.887  0.11
H 0.055 -1.671 -0.090  0.04
H -4.040 1.065 0.883  0.04
H -4.698 0.155 -0.500  0.06
H -3.492 1.428 -0.779  0.05

Output
relative energy (zero: lowest compared OMol25 entry of this formula, charge and spin)	114.7	kcal per mole
HOMO level (spin up / spin down)	-13.15 / -13.13	eV
E	-16623.9907	eV
frontier orbital gap (spin up / spin down)	5.930 / 5.911	eV
net charge	+1